Entry 1:
# C4H4N2O

A single C4H4N2O molecule (ωB97M-V/def2-TZVPD, the Open Molecules 2025 dataset).

Results
Gap between HOMO and LUMO, Eh: 0.37589
SMILES: C#CC(=O)NN=C
2S+1: 1
E_LUMO, eV: 0.48
Total charge: 0
HOMO, eV: -9.74

Geometry (Å):
1 O -1.5721 1.9112 0.0082
2 N 1.0532 -0.3865 -0.1335
3 N 0.3499 0.7723 -0.1183
4 C -1.7353 -0.4259 -0.1320
5 C 2.3323 -0.3329 0.0434
6 C -1.0189 0.8442 -0.0771
7 C -2.5355 -1.3532 0.0385
8 H -3.3391 -2.0891 0.0874
9 H 2.8382 0.6308 0.1841
10 H 2.8195 -1.2775 -0.0374
11 H 0.8077 1.7066 0.1366

Cartesian forces, eV/Å:
O -0.267 0.221 0.053
N 1.060 0.010 0.249
N 1.310 1.872 0.708
C -2.631 -2.657 0.787
C -2.285 0.765 -0.475
C 0.299 -0.591 -0.177
C 1.592 2.318 -0.758
H 0.868 0.487 0.029
H 0.141 -0.398 0.043
H 0.571 -0.274 0.133
H -0.657 -1.753 -0.593

Entry 2:
# C4H6N3S

A gas-phase ion, C4H6N3S (charge +1) (ωB97M-V/def2-TZVPD, the Open Molecules 2025 dataset).

Results
Gap between HOMO and LUMO (spin up / spin down), Eh: 0.22097 / 0.22090
2S+1: 1
E_LUMO (spin up / spin down), eV: -6.71 / -6.71
Total charge: +1
HOMO (spin up / spin down), eV: -12.72 / -12.72

Geometry (Å):
1 S -1.0267 1.4536 -0.2538
2 N -0.0317 -1.0513 -0.2578
3 N 0.8936 -1.9904 -0.3467
4 N 1.5960 0.6893 -0.2269
5 C 2.0758 1.7524 0.2362
6 C -2.4839 0.4760 0.0658
7 C -2.5270 -0.8010 0.1816
8 C 0.2072 0.2035 -0.2759
9 H 3.1902 1.6724 0.0407
10 H 1.5581 2.6445 0.7717
11 H -3.1117 1.3379 0.2233
12 H 0.4863 -2.8613 -0.1735
13 H 1.8211 -1.6987 -0.4605
14 H -2.6472 -1.8269 0.4758

Cartesian forces, eV/Å:
S 0.035 -0.901 -0.125
N -1.626 1.721 0.129
N -1.924 1.155 0.072
N -2.419 -2.026 -0.878
C 1.039 0.836 0.318
C 1.608 -0.122 0.014
C 0.949 0.985 -0.242
C 2.210 0.751 0.794
H -1.157 1.241 0.825
H 0.818 -1.539 -0.975
H -1.447 -0.551 0.217
H 0.472 -1.567 0.140
H 1.573 -0.030 -0.117
H -0.129 0.048 -0.171

Entry 3:
# C21H30BiN4O

A molecular structure, C21H30BiN4O (ωB97M-V/def2-TZVPD, the Open Molecules 2025 dataset).

Results
Gap between HOMO and LUMO (spin up / spin down), Eh: 0.14038 / 0.22409
2S+1: 1
E_LUMO (spin up / spin down), eV: 3.10 / 3.07
Total charge: -1
HOMO (spin up / spin down), eV: -0.72 / -3.03

Geometry (Å):
1 Bi 0.8765 0.0856 -0.4154
2 O 2.7011 -0.5309 -0.0960
3 N 0.3016 1.3074 -2.9549
4 N -1.5208 -0.5069 -1.6693
5 N 1.2567 -1.4376 -2.6608
6 N -0.1837 -2.4983 -0.1863
7 C 0.4002 -3.2524 -1.1887
8 C 0.4434 -2.6179 -2.5672
9 C 0.8113 0.8581 3.0602
10 C -2.2059 -1.0509 -0.6469
11 C 0.6955 2.2382 2.4034
12 C 2.0099 0.2920 3.4740
13 C 2.0848 2.8438 2.1330
14 C 0.9083 -1.7576 4.1044
15 C 1.2089 -0.7726 -3.9407
16 C -1.9481 0.7065 -2.1080
17 C -0.3043 -1.2037 3.6981
18 C -0.3482 0.0790 3.1804
19 C -0.0491 2.0570 1.0833
20 C -2.9862 1.3963 -1.5338
21 C 2.0615 -1.0025 3.9860
22 C 1.2491 0.7423 -3.8822
23 C -3.6761 0.8455 -0.4462
24 C -0.0683 3.1641 3.3715
25 C -3.2591 -0.4391 -0.0125
26 C -1.6640 -2.4162 -0.1886
27 C -1.1506 1.1942 -3.3062
28 H 0.9493 -2.7671 4.4965
29 H -0.1327 -4.1993 -1.3734
30 H -0.1638 4.1615 2.9349
31 H -1.2816 0.4859 2.8077
32 H 2.9340 0.8422 3.3643
33 H 2.0215 -1.0900 -4.6122
34 H -1.5499 2.1395 -3.6926
35 H 0.1373 -2.8201 0.7156
36 H 1.0850 1.0906 -4.9167
37 H 1.4152 -3.4876 -0.8628
38 H 0.5845 2.2625 -2.7721
39 H -0.2750 3.0444 0.6441
40 H 0.4457 3.2562 4.3355
41 H -3.7180 -0.9225 0.8416
42 H 0.2810 -1.0795 -4.4293
43 H -3.2441 2.3745 -1.9243
44 H 2.6540 3.0436 3.0530
45 H 2.6752 2.1831 1.4968
46 H 2.2439 1.0829 -3.5879
47 H -1.2259 0.4554 -4.1106
48 H -1.2195 -1.7817 3.7783
49 H 2.1939 -1.5349 -2.2705
50 H 0.7919 -3.4407 -3.2195
51 H 3.0182 -1.4251 4.2691
52 H -1.0734 2.7801 3.5525
53 H -0.5688 -2.3378 -2.8608
54 H -2.0230 -2.5913 0.8270
55 H -2.0701 -3.2171 -0.8250
56 H 1.9532 3.7933 1.6116
57 H -4.4827 1.3752 0.0390

Cartesian forces, eV/Å:
Bi -0.769 0.641 0.062
O 0.245 0.089 0.143
N -0.278 0.305 0.053
N 0.322 -0.601 -0.277
N 0.405 0.265 0.209
N -1.610 1.355 1.970
C 1.033 -1.165 -1.701
C 0.121 -0.551 -0.156
C -0.091 -0.101 -0.103
C -0.236 -0.709 0.746
C -0.013 -0.112 0.071
C 0.048 -0.020 0.038
C -0.041 0.071 0.063
C -0.028 0.059 -0.016
C 0.023 -0.336 -0.262
C 0.039 0.726 -0.929
C -0.023 -0.063 0.042
C 0.062 0.062 -0.059
C 0.764 -0.347 -0.003
C 0.164 0.091 -0.150
C -0.003 0.015 0.005
C 0.090 0.065 -0.384
C -0.144 0.202 0.055
C -0.015 0.042 -0.041
C 0.393 -0.390 -0.002
C -0.186 0.611 -0.039
C 0.134 0.066 0.708
H -0.006 0.006 -0.007
H 0.021 -0.269 0.217
H 0.007 -0.006 -0.024
H -0.005 -0.009 0.000
H 0.002 -0.012 -0.008
H -0.018 -0.065 -0.040
H 0.086 -0.003 0.084
H -0.019 0.142 0.098
H 0.076 0.050 -0.038
H 0.139 -0.101 -0.152
H -0.401 0.029 0.116
H -0.064 0.000 0.023
H -0.001 -0.032 -0.027
H -0.056 -0.020 0.024
H -0.010 0.020 0.040
H -0.049 0.034 -0.003
H -0.109 -0.048 -0.048
H 0.030 -0.013 -0.029
H 0.062 -0.053 0.062
H 0.003 -0.015 0.022
H 0.023 0.013 -0.017
H -0.146 -0.067 -0.072
H -0.015 0.151 -0.236
H -0.002 0.007 0.001
H -0.004 0.013 0.014
H -0.013 -0.022 -0.002
H -0.006 -0.065 0.013
H 0.079 0.028 -0.051
H 0.013 0.024 -0.019
H -0.021 0.011 0.015

Entry 4:
# C25H45EuNP2

A molecular structure, C25H45EuNP2 (ωB97M-V/def2-TZVPD, the Open Molecules 2025 dataset).

Results
Gap between HOMO and LUMO (spin up / spin down), Eh: 0.27653 / 0.28403
2S+1: 7
E_LUMO (spin up / spin down), eV: -3.98 / -3.68
Total charge: +1
HOMO (spin up / spin down), eV: -11.50 / -11.41

Geometry (Å):
1 Eu -0.5418 0.2104 0.7003
2 P -0.4857 2.3116 -0.3142
3 P -2.5355 -1.0092 0.2264
4 N -3.3145 1.9988 2.3856
5 C 3.1574 -0.3621 -2.1487
6 C -0.0827 -3.0234 2.1407
7 C 0.9715 3.5232 -0.0172
8 C -1.4039 -0.6855 3.9876
9 C 2.0016 0.3923 -4.2479
10 C 2.7731 1.3704 1.8889
11 C 0.1856 -1.5126 2.0088
12 C -3.9549 -0.2803 -0.7961
13 C -1.5100 3.7669 0.4345
14 C -1.2339 2.8400 -1.9867
15 C 2.0773 -2.6095 -2.7742
16 C 0.9180 -1.8368 -2.1815
17 C 1.3484 -0.9002 1.3753
18 C 0.6756 -0.3814 -4.2306
19 C 2.5789 0.6022 -2.8471
20 C -0.3740 -0.4694 2.8636
21 C -2.6464 -2.7568 -0.5243
22 C 3.3627 -1.7671 -2.7418
23 C -2.4448 1.4442 1.8594
24 C 1.4784 0.5247 1.7564
25 C 2.5595 -1.8325 1.1381
26 C 0.2025 2.0691 3.5204
27 C -3.6127 -1.5218 1.7066
28 C 0.3026 -0.8262 -2.8258
29 C 0.3743 0.8034 2.6630
30 H 3.7594 -0.0959 -1.3219
31 H -1.8319 -1.6847 3.9749
32 H -0.5141 2.7617 -2.7873
33 H -1.1264 -3.2372 2.3553
34 H 0.8760 2.0478 4.3766
35 H 3.4875 1.3270 1.0748
36 H -1.2512 4.7359 0.0053
37 H -0.4673 -0.1939 -2.4490
38 H -3.1254 -2.2979 2.2887
39 H -1.3529 3.8494 1.5104
40 H 0.9892 4.2952 -0.7870
41 H -2.1043 2.2286 -2.2221
42 H -2.3832 -2.7461 -1.5816
43 H 0.6962 -2.1929 -1.2098
44 H 1.9412 3.0369 -0.0078
45 H -4.5619 -1.9339 1.3656
46 H -3.6657 -0.1843 -1.8421
47 H -4.8394 -0.9155 -0.7530
48 H 0.7366 -1.2492 -4.8876
49 H 4.1896 -2.2902 -2.2679
50 H 0.1781 -3.5569 1.2276
51 H 2.1973 -3.5542 -2.2441
52 H 2.8805 -2.2264 2.1024
53 H 1.8422 -2.8956 -3.7997
54 H 1.9250 1.3394 -4.7793
55 H -3.6610 -3.1487 -0.4549
56 H 2.7217 1.6247 -2.5993
57 H 3.3152 1.0388 2.7746
58 H -0.8141 2.1583 3.9025
59 H -2.2174 0.0356 3.9529
60 H -0.9194 -0.5665 4.9562
61 H -3.8504 -0.6885 2.3632
62 H 2.3183 -2.7054 0.5388
63 H 3.4426 -1.3327 0.7476
64 H -4.2249 0.7068 -0.4219
65 H -2.5768 3.6337 0.2502
66 H 0.9090 4.0160 0.9528
67 H -1.5541 3.8808 -2.0181
68 H -1.9844 -3.4470 -0.0034
69 H 3.7345 -1.6687 -3.7608
70 H 0.4146 2.9706 2.9500
71 H -0.1343 0.2203 -4.6426
72 H 2.5477 2.4218 2.0570
73 H 2.7200 -0.1543 -4.8566
74 H 0.5115 -3.4452 2.9510

Cartesian forces, eV/Å:
Eu -1.998 -0.338 -5.352
P -0.428 11.511 -3.125
P -8.136 -5.428 -0.929
N -0.010 -0.052 0.030
C 1.011 -0.745 -1.589
C 0.103 0.964 -0.409
C 0.857 -0.821 -0.664
C 0.395 0.304 -0.668
C 0.542 0.138 0.494
C -0.703 -0.411 -0.288
C 1.635 0.433 3.099
C 0.769 0.435 0.074
C -0.861 -0.389 0.803
C 0.708 -0.462 -0.258
C -0.686 -0.053 -0.078
C -0.415 0.294 -1.600
C 2.567 -0.738 2.286
C -0.432 -0.418 0.258
C 0.489 -0.097 -1.695
C 1.400 -0.255 2.455
C 0.465 0.558 -0.161
C 0.177 0.702 0.243
C 0.184 -0.432 -0.440
C 1.466 -1.614 2.935
C -0.468 0.638 -0.206
C -0.260 -0.740 -0.632
C 0.240 0.415 0.041
C 0.697 -1.294 -0.607
C 1.199 -1.825 2.728
H 0.274 0.186 1.098
H 0.080 -0.035 -0.144
H 0.271 -0.455 -0.337
H -0.065 0.080 0.036
H 0.165 -0.118 -0.035
H -0.156 -0.212 -0.401
H 0.500 -0.345 -0.370
H -0.792 0.105 0.995
H 0.192 -0.026 -0.024
H -0.105 -0.252 -0.071
H -0.180 -0.093 -0.040
H 0.037 -0.174 0.067
H 0.191 0.051 -0.008
H -0.739 0.187 1.147
H 0.118 -0.189 -0.343
H 0.119 0.007 -0.392
H 0.106 -0.005 -0.051
H 0.220 -0.192 0.194
H 0.081 -0.075 0.037
H -0.166 -0.009 0.529
H 0.038 0.016 -0.039
H 0.057 0.089 0.138
H -0.185 0.050 0.222
H 0.005 0.089 -0.080
H -0.292 0.162 0.236
H -0.048 0.250 0.166
H -0.139 0.791 0.770
H -0.110 -0.189 0.103
H 0.003 -0.101 -0.113
H -0.026 0.032 -0.073
H 0.218 0.022 -0.026
H 0.207 0.114 -0.087
H 0.006 0.039 -0.309
H -0.182 0.134 -0.353
H 0.072 0.006 0.100
H 0.090 -0.282 0.168
H -0.492 -0.187 -0.030
H 0.059 -0.062 0.550
H 0.080 0.059 0.005
H -0.151 0.289 -0.174
H 0.047 0.063 -0.042
H -0.002 0.095 0.105
H -0.164 -0.046 -0.031
H 0.164 -0.245 0.126
H 0.091 0.091 0.037

Entry 5:
# C5H10O2

2 unconnected molecules or ions with the total composition C5H10O2 (ωB97M-V/def2-TZVPD, the Open Molecules 2025 dataset).

Results
Gap between HOMO and LUMO, Eh: 0.33540
SMILES: C=C/C=C(/C)O.O
2S+1: 1
E_LUMO, eV: 0.57
Total charge: 0
HOMO, eV: -8.56

Geometry (Å):
1 O 0.1689 2.2803 1.4537
2 O 1.1754 -0.9774 -1.7018
3 C 0.0374 -1.2496 1.0256
4 C 0.0794 -0.1917 -1.3103
5 C -0.3470 -1.3024 2.3194
6 C -0.4129 0.7715 -2.1994
7 C -0.4347 -0.3304 -0.0668
8 H -1.2427 0.1241 0.4389
9 H -1.2454 1.4359 -1.8489
10 H -1.0435 -0.6048 2.7113
11 H -0.7821 0.1029 -2.9648
12 H 0.3877 -2.1807 0.5629
13 H 0.0020 -2.1788 2.9443
14 H 0.9655 2.6969 1.2135
15 H 0.5122 1.3335 -2.6350
16 H 1.7808 -1.0632 -1.0544
17 H 0.3990 1.3339 1.1118

Cartesian forces, eV/Å:
O -0.492 -3.428 -0.604
O -4.121 1.477 -4.024
C -0.739 -1.660 -1.320
C 1.113 -1.843 5.119
C 1.197 -1.434 -1.049
C 0.508 2.080 -3.107
C 1.272 -1.372 1.837
H -1.160 1.706 -0.987
H 1.104 -0.738 -0.089
H -0.194 0.765 0.638
H -0.434 0.482 -1.233
H 1.021 0.185 0.658
H -0.641 1.277 -0.738
H 1.544 1.383 -0.295
H -1.884 -0.616 0.568
H 2.915 -0.483 3.680
H -1.007 2.220 0.947

Entry 6:
# C7H4BrN3O3S

A gas-phase ion, C7H4BrN3O3S (charge -2) (ωB97M-V/def2-TZVPD, the Open Molecules 2025 dataset).

Results
Gap between HOMO and LUMO, Eh: 0.22997
SMILES: O=C([O-])N/N=c1\c(Br)cccn1C([O-])=S
2S+1: 1
E_LUMO, eV: 5.22
Total charge: -2
HOMO, eV: -1.03

Geometry (Å):
1 Br -1.9837 -1.5122 -1.4078
2 S 3.8865 -1.1616 -0.5304
3 O -4.0287 0.7929 1.5161
4 O -2.4593 1.3679 0.0193
5 O 2.6006 -2.2807 1.4352
6 N -0.7690 -0.4611 1.5259
7 N -2.1192 -0.3875 1.4991
8 N 1.4455 -0.4323 0.4267
9 C 1.1301 1.2091 -1.3221
10 C -0.0203 -0.5106 0.4647
11 C -0.0415 0.5172 -1.7589
12 C -2.9472 0.7130 0.9306
13 C -0.5581 -0.3591 -0.8873
14 C 1.8361 0.6779 -0.3021
15 C 2.6810 -1.4365 0.5774
16 H -2.4684 -0.5973 2.4307
17 H 1.4804 2.0893 -1.8413
18 H 2.8088 1.0731 -0.0409
19 H -0.4735 0.6985 -2.7348

Cartesian forces, eV/Å:
Br -0.066 -0.140 -0.189
S 1.392 0.034 -0.919
O -1.094 0.004 0.510
O 0.334 0.452 -0.491
O -0.338 -0.078 0.255
N 2.606 -0.530 -0.257
N -0.433 -0.298 0.248
N 0.187 0.170 0.229
C 0.112 0.206 0.204
C -0.879 0.293 0.278
C -0.243 -0.362 0.258
C 0.712 -0.374 0.172
C 0.004 -0.134 -0.752
C 0.163 0.546 -0.146
C -2.501 0.003 0.964
H 0.104 0.246 -0.376
H 0.096 0.042 0.021
H -0.102 0.031 -0.044
H -0.052 -0.110 0.035